# 1
DFT (wB97M-V/def2-TZVPD) results for C15H18ClNO3 in the gas phase.

Geometry as XYZ:
```
38
Properties=species:S:1:pos:R:3
Cl -0.9908 1.8835 -1.3822
O -0.0117 2.0489 2.4058
O 0.6098 -0.1427 2.9461
O -1.4300 3.4301 1.3288
N 1.1178 -0.4090 0.0604
C -0.7328 -0.5195 3.2990
C 0.4929 0.6372 0.6224
C 0.8749 -0.9877 -1.1973
C -0.5981 -1.3620 4.5620
C 0.7817 0.9330 2.0924
C 0.4181 -2.1639 -3.6561
C 1.9639 -1.4590 -1.9397
C -0.4190 -1.1348 -1.6737
C -1.4287 -1.3003 2.1856
C 1.7083 -2.0462 -3.1680
C -2.0684 -1.8369 -3.4109
C -0.7051 2.4803 1.2972
C -0.6621 -1.7112 -2.9133
C 3.3623 -1.3201 -1.4171
C -0.3646 1.5918 0.1891
H 1.8424 1.2123 2.2168
H -2.5336 -0.8540 -3.4691
H -1.2500 -0.8060 -1.0711
H -1.3005 0.3922 3.5229
H -2.0947 -2.2947 -4.3961
H -0.0637 -0.8023 5.3238
H -2.3714 -1.6913 2.5586
H 4.0811 -1.6168 -2.1760
H -1.5816 -1.6270 4.9384
H 0.2531 -2.6170 -4.6223
H -0.0413 -2.2691 4.3425
H 2.5360 -2.4108 -3.7589
H -0.8058 -2.1325 1.8643
H 3.5663 -0.2891 -1.1304
H -2.6605 -2.4443 -2.7276
H 3.5155 -1.9536 -0.5415
H 1.8096 -0.8642 0.6411
H -1.6392 -0.6642 1.3301
```

The calculation puts the HOMO-LUMO gap at 8.88 eV. Its total charge is 0. Its structure (SMILES) is Cc1ccc(C)c(NC2=C(Cl)C(=O)O[C@H]2OC(C)C)c1. For the electronic energy, the calculation gives -1323.07155 hartree.

---

# 2
DFT (wB97M-V/def2-TZVPD) results for C15H18F4IN4Pd as an isolated structure at a distorted geometry.

Geometry as XYZ:
```
43
Properties=species:S:1:pos:R:3
I -6.3956 -2.2353 -0.6802
Pd -0.4903 -0.6099 0.6330
F 4.1567 0.5686 1.7013
F 1.0910 -2.5764 -0.3139
F 2.9449 -4.3085 -0.4945
F 6.1332 -1.3040 1.2354
N -0.5830 1.5543 0.1310
N -2.3918 -1.6777 0.5181
N -2.3596 -2.9421 0.1417
N 1.5158 -0.0190 0.8240
C 2.3106 -2.1867 0.1774
C 4.8606 -1.5931 0.9037
C -3.5433 -3.3479 -0.3168
C 3.3427 -3.1374 0.0460
C 1.7046 1.4230 0.9890
C 0.3607 3.1077 -1.6592
C 3.8976 -0.6063 1.0342
C -4.4332 -2.2639 -0.2202
C 4.6373 -2.8602 0.4425
C -2.8435 1.6943 -0.8724
C -3.6459 -1.2604 0.3048
C 2.5273 -0.8656 0.6996
C -0.1003 1.7208 -1.2956
C 0.3326 2.1376 1.1283
C -2.0030 2.0917 0.2911
H 0.7500 3.1535 -2.6692
H -2.7054 0.6631 -1.2609
H -1.5073 -3.4187 0.1421
H 2.3564 1.6982 1.8051
H -2.7742 2.3972 -1.6839
H -0.3183 3.9700 -1.5562
H 2.2919 1.8651 0.0963
H 0.0287 1.8459 2.1331
H -3.9576 -0.2575 0.4650
H 0.3155 3.2425 0.9853
H -2.0532 3.1911 0.2591
H -3.8809 1.8154 -0.5677
H -0.8770 1.3185 -1.9271
H 1.2710 3.3641 -1.0673
H -2.3659 1.6060 1.1880
H 5.4778 -3.5561 0.3181
H 0.6670 0.9752 -1.3712
H -3.7445 -4.3773 -0.6369
```

As for the spin multiplicity: 3. The calculation puts the HOMO-LUMO gap (spin up / spin down) at 9.09 / 6.10 eV. Its total charge is +1. For the electronic energy, the calculation gives -1626.11080 hartree.

---

# 3
DFT (wB97M-V/def2-TZVPD) results for C15H18N2O9PdS as an isolated structure.

Geometry as XYZ:
```
46
Properties=species:S:1:pos:R:3
Pd 0.1482 0.0875 0.8533
S 3.0005 2.4938 -4.7481
O -1.0778 1.9982 0.9881
O 0.4263 0.0425 3.5515
O -2.5757 -0.2871 1.6593
O -2.9713 3.1697 0.7324
O 2.5928 1.8754 -5.9978
O 3.7886 3.7018 -4.9020
O -0.0921 -1.8727 2.4144
O 3.1847 0.4941 -1.7049
O -0.7309 -1.7058 -0.8461
N 3.6651 1.4510 -3.7399
N -1.5050 -1.5085 -2.9574
C -0.4906 -1.5871 -2.0377
C 2.9071 1.2378 -2.6397
C 1.6120 2.0418 -2.6583
C 1.5487 2.8425 -3.7830
C -1.8426 -0.2111 2.8633
C -1.2547 -1.3675 -4.3770
C -2.8762 -1.5127 -2.4945
C 0.5732 2.0606 -1.7391
C -3.2219 0.9105 1.2973
C -0.4038 -0.6906 2.6631
C -0.5263 3.7443 -3.0855
C 0.9082 -1.5058 -2.5831
C -0.4939 2.9301 -1.9564
C -2.3301 2.1329 0.9789
C 0.4967 3.7005 -4.0271
H -3.9403 1.2240 2.0666
H 1.1250 -2.3673 -3.2201
H -0.6995 -2.2167 -4.7843
H -2.8664 -1.5192 -1.4073
H 0.5217 1.4039 -0.8655
H -3.7887 0.6855 0.3915
H -2.2131 -1.3166 -4.8918
H 1.6093 -1.4723 -1.7569
H -1.2825 2.9798 -1.2164
H 1.2805 -0.4037 3.4787
H 1.0496 -0.6084 -3.1848
H -1.8128 0.8061 3.2554
H -3.4141 -2.3963 -2.8560
H -1.3625 4.4190 -3.2294
H -0.6993 -0.4562 -4.6097
H -3.4001 -0.6179 -2.8421
H 0.4772 4.3181 -4.9168
H -2.3164 -0.8736 3.6022
```

The calculation puts the HOMO-LUMO gap at 6.58 eV. Its total charge is -2. For the electronic energy, the calculation gives -1895.19719 hartree.

---

# 4
DFT (wB97M-V/def2-TZVPD) results for a 2-piece molecular cluster, C15H18N3O3 overall at a distorted geometry.

Geometry as XYZ:
```
39
Properties=species:S:1:pos:R:3
O 0.5206 -0.4778 1.9333
O 1.2824 -0.4090 -0.3114
O -5.7261 -0.5226 -0.0887
N -3.0324 2.8681 -0.4926
N 1.0768 0.4978 2.7874
N -3.7510 -1.6621 0.5434
C 5.6923 -1.7205 -3.0311
C -1.8368 2.9070 -1.3078
C 3.8718 -1.4485 -1.4740
C 4.5235 -2.2787 -0.5668
C -4.8024 -0.6262 0.7668
C -4.4726 1.9309 1.5627
C -1.9440 1.0294 1.0366
C 0.4908 -0.0170 0.5830
C -0.5893 2.0010 -1.0407
C -4.7837 0.3898 2.0093
C -0.6528 1.0203 0.1650
C 5.7629 -2.8241 -0.8889
C 4.4554 -1.1705 -2.7069
C -3.1330 1.9946 0.6523
C 6.3477 -2.5431 -2.1200
H -5.3585 2.3184 0.9525
H 2.9078 -1.0185 -1.2200
H -2.9978 -1.2850 -0.0629
H -4.0097 0.1420 2.8143
H -1.8240 3.6495 -2.1764
H -5.8118 0.3895 2.5190
H -4.3786 2.6256 2.4813
H 1.9252 0.0332 3.1676
H 4.0661 -2.4998 0.3921
H -2.0437 0.3271 1.9367
H 6.2728 -3.4684 -0.1803
H -3.3179 -1.9366 1.4477
H 6.1456 -1.5071 -3.9933
H -3.8390 3.4725 -0.7249
H 0.3302 2.0536 -1.7124
H 1.3714 1.2567 2.1336
H 7.3151 -2.9664 -2.3699
H 3.9465 -0.5252 -3.4155
```

The calculation puts the HOMO-LUMO gap at 5.08 eV. Its total charge is +1. For the electronic energy, the calculation gives -971.88727 hartree.